1.
Formula: C6H12O
Source: the OMol25 dataset
Level of theory: ωB97M-V with the def2-TZVPD basis set

Each line ends with the Mulliken charge.
CARTESIAN COORDINATES (ANGSTROEM)
1 C 2.364 0.172 0.031  -1.353
2 C 1.019 -0.460 -0.126  -0.104
3 C -0.098 0.086 -0.634  0.647
4 C -0.160 1.507 -1.060  -0.189
5 O 0.765 2.291 -1.099  -0.492
6 C -1.365 -0.737 -0.756  -0.750
7 C -1.961 -1.138 0.596  -1.074
8 H 2.927 -0.062 -0.881  0.338
9 H 2.908 -0.252 0.881  0.366
10 H 2.315 1.257 0.112  0.344
11 H 0.959 -1.507 0.182  0.357
12 H -1.177 1.843 -1.364  0.293
13 H -1.146 -1.641 -1.337  0.298
14 H -2.113 -0.179 -1.334  0.360
15 H -2.834 -1.787 0.465  0.367
16 H -1.223 -1.684 1.196  0.299
17 H -2.271 -0.258 1.171  0.289
18 H 0.224 1.131 1.858  -0.245
19 H 0.864 1.419 2.100  0.249

* Kohn-Sham gap: 9.811 eV
* maximum force: 0.5 eV/Å
* molecular weight: 100.16 g/mol
* E_LUMO: 0.27 eV
* SMILES: C/C=C(\C=O)CC.[H][H]

=====

2.
Formula: C4H7N3O2
Source: the OMol25 dataset
Level of theory: ωB97M-V with the def2-TZVPD basis set

Each line ends with the Mulliken charge.
CARTESIAN COORDINATES (ANGSTROEM)
1 C -2.814 -0.754 0.025  0.750
2 C 0.325 0.850 1.104  -0.403
3 C -0.311 0.448 -1.082  -0.603
4 C 1.903 -0.513 -0.359  -0.898
5 N -0.785 1.765 0.629  -0.540
6 N -1.001 1.445 -0.587  -0.105
7 N 0.500 -0.176 0.003  0.112
8 O -2.073 -1.597 0.229  -0.452
9 O -3.622 0.043 -0.123  -0.330
10 H 1.234 1.330 1.103  0.369
11 H 0.282 0.280 2.110  0.277
12 H -0.664 -0.262 -1.832  0.394
13 H 2.443 -1.117 0.540  0.310
14 H 2.006 -0.908 -1.420  0.321
15 H 2.534 0.351 -0.493  0.388
16 H 0.042 -1.185 0.154  0.409

* Kohn-Sham gap: 7.612 eV
* maximum force: 3.3 eV/Å
* molecular weight: 129.12 g/mol
* E_LUMO: 0.30 eV

=====

3.
Formula: C12H15O2P
Source: the OMol25 dataset
Level of theory: ωB97M-V with the def2-TZVPD basis set

Each line ends with the Mulliken charge.
CARTESIAN COORDINATES (ANGSTROEM)
1 C 0.303 -3.402 -2.563  -0.479
2 C -1.108 -3.289 -2.723  -0.672
3 C 0.985 -2.458 -1.851  -0.809
4 C -1.819 -2.229 -2.211  -0.386
5 C 0.983 -0.522 -0.262  -1.320
6 C 0.243 -1.398 -1.231  0.391
7 C -1.158 -1.274 -1.467  0.696
8 C -1.894 0.831 -0.395  -0.592
9 C 1.646 2.076 1.682  -1.740
10 C -0.632 2.929 1.416  -2.190
11 C -0.174 0.583 2.654  -2.173
12 C 0.163 1.634 1.596  1.582
13 O 0.287 1.981 -1.140  -0.831
14 O -2.062 -0.229 -1.069  -0.094
15 P -0.110 0.984 -0.105  1.306
16 H 1.001 -4.103 -2.951  0.391
17 H -1.782 -3.945 -3.164  0.409
18 H 2.055 -2.700 -1.775  0.337
19 H -2.855 -1.927 -2.328  0.450
20 H 1.856 -0.263 -0.675  0.631
21 H 2.361 1.371 1.776  0.552
22 H 2.134 2.649 0.873  0.443
23 H 1.956 2.780 2.513  0.347
24 H -1.644 2.697 1.570  0.489
25 H -0.365 3.363 0.530  0.581
26 H -0.539 3.624 2.170  0.531
27 H -1.192 0.388 2.446  0.464
28 H 0.504 -0.155 2.573  0.420
29 H -0.151 1.059 3.530  0.681
30 H 1.012 -1.054 0.581  0.584

* Kohn-Sham gap: 8.369 eV
* maximum force: 6.1 eV/Å
* molecular weight: 222.22 g/mol
* E_LUMO: -0.14 eV

=====

4.
Formula: C23H39Cl3N6O2SSbSiTc
Source: the OMol25 dataset
Level of theory: ωB97M-V with the def2-TZVPD basis set

Each line ends with the Mulliken charge.
CARTESIAN COORDINATES (ANGSTROEM)
1 Tc -1.233 0.099 0.453  0.387
2 N -3.029 -1.026 -0.343  -0.347
3 N -3.096 -0.601 -1.680  -0.172
4 C -1.943 -0.113 -2.288  0.465
5 O -1.944 0.205 -3.446  -0.608
6 O -0.892 -0.065 -1.483  0.508
7 H -2.923 -2.038 -0.286  0.289
8 H -3.862 -0.747 0.175  0.260
9 H -3.901 -0.817 -2.244  0.218
10 C -2.559 0.700 3.302  -1.848
11 N -1.645 -0.132 2.501  0.715
12 C -1.107 -1.199 3.042  -0.091
13 C -0.324 -2.028 2.232  -0.127
14 C 0.425 -3.189 2.426  -1.197
15 C 0.965 -3.516 1.178  -0.560
16 C 0.530 -2.554 0.274  -0.482
17 N -0.250 -1.650 0.902  0.669
18 C -3.974 0.183 3.176  0.709
19 C -4.757 0.540 2.078  -0.457
20 C -6.033 0.017 1.929  -0.518
21 C -6.542 -0.858 2.878  -0.520
22 C -5.778 -1.196 3.984  -0.578
23 C -4.500 -0.677 4.131  -0.513
24 H -2.484 1.727 2.949  0.584
25 H -2.229 0.671 4.343  0.508
26 H -1.274 -1.430 4.090  0.419
27 H 0.547 -3.725 3.352  0.545
28 H 1.588 -4.363 0.947  0.546
29 H 0.720 -2.463 -0.784  0.193
30 H -4.377 1.257 1.364  0.567
31 H -6.642 0.311 1.084  0.453
32 H -7.539 -1.259 2.765  0.403
33 H -6.180 -1.857 4.739  0.402
34 H -3.911 -0.937 5.003  0.387
35 N 3.729 2.427 1.983  -0.202
36 C 3.761 1.129 1.743  0.570
37 N 4.916 0.480 1.793  -0.343
38 S 2.387 0.161 1.333  -0.076
39 H 4.567 2.941 2.207  0.239
40 H 2.853 2.928 1.977  -0.019
41 H 5.765 0.929 2.097  0.206
42 H 4.941 -0.511 1.616  0.190
43 C 4.485 1.163 -4.392  -1.372
44 C 3.596 1.382 -3.169  0.303
45 C 4.465 1.751 -1.973  -1.144
46 Sb 2.278 -0.289 -2.699  -0.068
47 C 3.728 -1.925 -2.739  0.355
48 C 3.104 -3.293 -2.959  -1.336
49 C 4.560 -1.904 -1.469  -0.918
50 C 1.008 -0.582 -4.432  0.285
51 C 1.700 -0.572 -5.789  -1.582
52 C 0.190 -1.858 -4.248  -1.430
53 H 5.087 2.058 -4.585  0.466
54 H 3.925 0.951 -5.300  0.190
55 H 5.189 0.347 -4.221  0.268
56 H 2.885 2.189 -3.371  0.517
57 H 5.318 1.075 -1.893  0.296
58 H 3.911 1.738 -1.032  -0.046
59 H 4.870 2.759 -2.105  0.484
60 H 4.359 -1.681 -3.600  0.283
61 H 2.390 -3.546 -2.169  0.170
62 H 3.882 -4.064 -2.945  0.470
63 H 2.591 -3.368 -3.917  0.246
64 H 3.920 -2.093 -0.599  0.067
65 H 5.072 -0.953 -1.323  0.079
66 H 5.319 -2.691 -1.500  0.454
67 H 0.332 0.271 -4.347  0.452
68 H 2.524 -1.286 -5.838  0.281
69 H 2.072 0.416 -6.056  0.361
70 H 0.986 -0.858 -6.569  0.445
71 H 0.704 -2.725 -4.664  0.511
72 H -0.761 -1.752 -4.775  0.450
73 H -0.046 -2.066 -3.200  0.034
74 Cl 0.577 2.719 2.632  -0.328
75 Si 0.663 1.499 0.952  0.566
76 Cl 1.309 2.737 -0.568  -0.224
77 Cl -2.262 2.170 0.217  -0.360

* Kohn-Sham gap (spin up / spin down): 6.582 / 4.856 eV
* maximum force: 1.0 eV/Å
* 2S+1: 4
* <S²>: 3.79
* molecular weight: 817.88 g/mol
* E_LUMO (spin up / spin down): -2.86 / -4.58 eV
* charge: +1

=====

5.
Formula: C28H21N3OPtS4
Source: the OMol25 dataset
Level of theory: ωB97M-V with the def2-TZVPD basis set

Each line ends with the Mulliken charge.
CARTESIAN COORDINATES (ANGSTROEM)
1 Pt 0.965 -1.473 -0.426  3.177
2 C 4.021 0.228 2.306  -0.943
3 C 3.972 -0.588 3.424  -0.540
4 C 2.958 -1.527 3.534  -0.755
5 C 2.023 -1.652 2.510  0.728
6 N 2.128 -0.886 1.412  -0.004
7 C 3.077 0.032 1.310  0.008
8 C 0.871 -2.572 2.544  0.510
9 C 0.505 -3.376 3.624  -0.983
10 C -0.626 -4.169 3.506  -0.772
11 C -1.357 -4.168 2.327  -0.955
12 C -0.931 -3.349 1.281  0.614
13 N 0.147 -2.583 1.428  -0.363
14 C -1.587 -3.222 -0.033  0.503
15 C -2.664 -4.002 -0.450  -0.812
16 C -3.232 -3.773 -1.695  -0.488
17 C -2.736 -2.749 -2.489  -0.902
18 C -1.647 -2.029 -2.021  -0.004
19 N -1.091 -2.275 -0.847  0.043
20 H 4.767 0.996 2.197  0.469
21 H 4.715 -0.490 4.200  0.477
22 H 2.897 -2.143 4.413  0.398
23 H 3.080 0.628 0.406  0.447
24 H 1.090 -3.400 4.528  0.402
25 H -0.935 -4.790 4.330  0.477
26 H -2.220 -4.803 2.226  0.403
27 H -3.062 -4.780 0.181  0.375
28 H -4.051 -4.384 -2.045  0.477
29 H -3.174 -2.512 -3.446  0.437
30 H -1.205 -1.233 -2.609  0.433
31 S 4.332 -3.230 -3.065  0.170
32 C 3.000 -2.693 -2.225  0.335
33 S 2.240 -3.684 -1.065  -0.207
34 S 2.347 -1.087 -2.395  -0.290
35 O 0.048 0.720 -0.571  -1.393
36 S 0.365 1.827 -1.535  0.231
37 C 0.671 3.254 -0.459  0.599
38 C 0.866 4.508 -1.016  -0.647
39 C 1.092 5.581 -0.171  -0.603
40 C 1.149 5.391 1.202  -0.529
41 C 0.970 4.126 1.742  -0.731
42 C 0.742 3.045 0.908  -0.129
43 C -1.258 2.311 -2.188  0.419
44 C -1.369 2.714 -3.508  -0.164
45 C -2.618 3.073 -3.990  -0.640
46 C -3.727 3.007 -3.161  -0.474
47 C -3.596 2.598 -1.842  -0.758
48 C -2.355 2.235 -1.347  -0.372
49 H 0.825 4.652 -2.085  0.420
50 H 1.235 6.562 -0.591  0.419
51 H 1.344 6.231 1.849  0.416
52 H 1.014 3.976 2.809  0.440
53 H 0.591 2.051 1.307  0.474
54 H -0.499 2.755 -4.146  0.475
55 H -2.718 3.391 -5.014  0.433
56 H -4.699 3.264 -3.551  0.422
57 H -4.458 2.560 -1.195  0.435
58 H -2.235 1.908 -0.325  0.391

* Kohn-Sham gap (spin up / spin down): 7.321 / 5.250 eV
* maximum force: 1.6 eV/Å
* 2S+1: 5
* <S²>: 6.02
* molecular weight: 738.84 g/mol
* E_LUMO (spin up / spin down): -6.20 / -8.66 eV
* charge: +2

=====

6.
Formula: C27H19BrN4O8Ru
Source: the OMol25 dataset
Level of theory: ωB97M-V with the def2-TZVPD basis set

Each line ends with the Mulliken charge.
CARTESIAN COORDINATES (ANGSTROEM)
1 Ru 0.316 -0.442 -0.127  0.754
2 O -2.297 -0.455 -5.477  -0.563
3 C -1.676 -0.805 -4.324  1.149
4 C -0.291 -0.846 -4.215  -0.416
5 C 0.247 -1.134 -2.984  0.256
6 N -0.504 -1.394 -1.921  0.032
7 C -1.835 -1.410 -2.035  0.258
8 C -2.467 -1.128 -3.225  -0.697
9 C -2.565 -1.712 -0.735  0.021
10 O -3.668 -2.245 -0.794  -0.767
11 O -1.892 -1.379 0.288  -0.348
12 C 1.726 -1.142 -2.686  0.173
13 O 2.505 -1.435 -3.580  -0.727
14 O 2.008 -0.848 -1.471  -0.475
15 H -1.630 -0.188 -6.121  0.289
16 H 0.368 -0.625 -5.045  0.404
17 H -3.545 -1.142 -3.292  0.514
18 C 3.328 0.042 3.512  -0.687
19 O 2.415 -0.870 4.108  -0.381
20 C 1.066 -0.646 3.966  0.003
21 C 0.279 -1.028 5.033  -0.359
22 C -1.109 -0.887 4.998  -0.710
23 C -1.690 -0.295 3.900  -0.746
24 C -0.913 0.108 2.810  0.479
25 C -1.514 0.889 1.752  -0.679
26 N -0.854 1.191 0.709  0.773
27 N -1.252 2.217 -0.105  -1.468
28 C -0.575 2.144 -1.209  0.669
29 O 0.151 1.146 -1.568  -0.578
30 C -0.633 3.312 -2.130  0.158
31 C 0.538 3.706 -2.772  -0.306
32 C 0.526 4.782 -3.647  -0.589
33 C -0.663 5.454 -3.904  -0.365
34 C -1.833 5.055 -3.273  -0.625
35 C -1.818 3.991 -2.382  -0.437
36 C 0.486 -0.134 2.774  1.795
37 O 1.239 0.108 1.724  -1.390
38 H 4.297 -0.184 3.958  0.274
39 H 3.056 1.075 3.743  0.299
40 H 3.376 -0.069 2.432  0.183
41 H 0.771 -1.433 5.910  0.419
42 H -1.706 -1.205 5.843  0.374
43 H -2.762 -0.140 3.860  0.397
44 H -2.519 1.290 1.887  0.318
45 H 1.450 3.157 -2.573  0.418
46 H 1.442 5.093 -4.132  0.380
47 H -0.677 6.280 -4.606  0.376
48 H -2.761 5.576 -3.476  0.368
49 H -2.723 3.677 -1.878  0.421
50 Br 2.583 -4.679 4.399  -0.147
51 C 1.914 -3.746 2.901  0.371
52 C 2.789 -3.096 2.050  -0.806
53 C 2.254 -2.401 0.986  -0.190
54 N 0.939 -2.357 0.740  0.154
55 C 0.108 -2.992 1.571  -0.106
56 C 0.555 -3.707 2.670  -0.930
57 H 3.856 -3.118 2.214  0.499
58 H 2.878 -1.864 0.284  0.648
59 H -0.947 -2.903 1.345  0.432
60 H -0.145 -4.207 3.322  0.439

* Kohn-Sham gap (spin up / spin down): 6.989 / 6.956 eV
* maximum force: 2.7 eV/Å
* 2S+1: 2
* <S²>: 0.77
* molecular weight: 708.44 g/mol
* E_LUMO (spin up / spin down): 2.24 / 2.28 eV
* charge: -1

=====

Repeat the first record exactly.
Formula: C6H12O
Source: the OMol25 dataset
Level of theory: ωB97M-V with the def2-TZVPD basis set

Each line ends with the Mulliken charge.
CARTESIAN COORDINATES (ANGSTROEM)
1 C 2.364 0.172 0.031  -1.353
2 C 1.019 -0.460 -0.126  -0.104
3 C -0.098 0.086 -0.634  0.647
4 C -0.160 1.507 -1.060  -0.189
5 O 0.765 2.291 -1.099  -0.492
6 C -1.365 -0.737 -0.756  -0.750
7 C -1.961 -1.138 0.596  -1.074
8 H 2.927 -0.062 -0.881  0.338
9 H 2.908 -0.252 0.881  0.366
10 H 2.315 1.257 0.112  0.344
11 H 0.959 -1.507 0.182  0.357
12 H -1.177 1.843 -1.364  0.293
13 H -1.146 -1.641 -1.337  0.298
14 H -2.113 -0.179 -1.334  0.360
15 H -2.834 -1.787 0.465  0.367
16 H -1.223 -1.684 1.196  0.299
17 H -2.271 -0.258 1.171  0.289
18 H 0.224 1.131 1.858  -0.245
19 H 0.864 1.419 2.100  0.249

* Kohn-Sham gap: 9.811 eV
* maximum force: 0.5 eV/Å
* molecular weight: 100.16 g/mol
* E_LUMO: 0.27 eV
* SMILES: C/C=C(\C=O)CC.[H][H]